No. 1
{"formula": "C7H10", "method": "wB97M-V/def2-TZVPD", "species": ["C", "C", "C", "C", "C", "C", "C", "H", "H", "H", "H", "H", "H", "H", "H", "H", "H"], "coordinates": [[0.426, -1.554, 1.030], [-0.788, -1.453, 0.145], [0.304, -0.433, 0.043], [1.264, -0.124, -1.101], [1.263, 1.368, -0.776], [-1.081, 1.765, -0.103], [0.231, 1.074, 0.317], [1.153, -2.334, 0.810], [0.311, -1.328, 2.089], [-0.907, -2.177, -0.658], [-1.722, -1.136, 0.609], [2.292, -0.508, -0.972], [0.964, -0.372, -2.131], [-1.230, 1.722, -1.189], [-1.935, 1.261, 0.363], [-1.072, 2.816, 0.204], [0.527, 1.413, 1.320]], "lumo_ha": 0.0017, "e_above_lowest_ev": 5.104, "homo_energy_ev": -8.29}

No. 2
{"formula": "C7H10", "method": "wB97M-V/def2-TZVPD", "species": ["C", "C", "C", "C", "C", "C", "C", "H", "H", "H", "H", "H", "H", "H", "H", "H", "H"], "coordinates": [[-1.652, 0.006, -0.459], [-1.744, 1.227, 0.436], [-0.407, 0.698, 0.057], [1.109, -1.906, -0.651], [1.334, -1.210, 0.460], [0.946, 1.213, -0.283], [0.752, 0.116, 0.782], [-2.011, 0.083, -1.486], [-1.962, -0.937, 0.017], [-2.068, 2.132, -0.077], [-2.125, 1.118, 1.452], [0.367, -1.592, -1.388], [1.658, -2.821, -0.849], [2.106, -1.517, 1.167], [1.430, 0.908, -1.214], [1.407, 2.111, 0.148], [0.879, 0.458, 1.810]], "smiles": "C=C[C@H]1CC12CC2", "lumo_ha": 0.0443, "e_above_lowest_ev": 2.747, "homo_energy_ev": -8.92}

Number 1 is which compound?
C7H10